Formula: C48H43ClN7O4PS2Tl
Source: the Open Molecules 2025 dataset
Level of theory: wB97M-V/def2-TZVPD

Last column: Löwdin charge in e.
Atoms and positions in Å:
1 Tl 0.67 1.11 -1.23  0.752
2 N -3.68 0.47 -2.57  0.108
3 C -2.54 0.73 -1.91  -0.838
4 S -1.52 1.94 -2.62  0.747
5 N -2.34 0.06 -0.82  0.019
6 N -1.21 0.07 -0.14  -0.031
7 C -1.11 -0.36 1.07  -0.178
8 C -2.25 -0.88 1.82  -0.187
9 C -3.11 -1.80 1.23  -0.049
10 C -4.15 -2.34 1.96  -0.053
11 C -4.36 -1.96 3.27  -0.062
12 C -3.53 -1.01 3.85  -0.063
13 C -2.48 -0.47 3.13  -0.040
14 C 0.21 -0.31 1.71  -0.224
15 C 0.46 -0.99 2.91  0.000
16 C 1.73 -0.93 3.46  -0.013
17 C 2.73 -0.23 2.80  -0.022
18 C 2.41 0.40 1.60  -0.139
19 N 1.19 0.37 1.10  0.016
20 H -3.95 1.02 -3.36  0.095
21 H -4.33 -0.20 -2.18  0.116
22 H -2.92 -2.14 0.22  0.100
23 H -4.80 -3.07 1.49  0.113
24 H -5.17 -2.39 3.84  0.107
25 H -3.69 -0.70 4.87  0.106
26 H -1.84 0.28 3.58  0.113
27 H -0.32 -1.58 3.36  0.101
28 H 1.93 -1.44 4.39  0.121
29 H 3.73 -0.16 3.20  0.115
30 H 3.15 0.93 1.02  0.100
31 Cl 2.77 3.09 -0.95  0.750
32 C 2.37 4.59 -0.17  -0.602
33 C 3.25 5.66 -0.26  -0.087
34 C 2.92 6.87 0.32  -0.052
35 C 1.72 7.01 1.00  -0.050
36 C 0.86 5.94 1.11  -0.067
37 C 1.17 4.71 0.53  -0.369
38 P 0.01 3.31 0.68  1.071
39 C -0.42 3.43 2.46  -0.343
40 C -1.53 4.15 2.89  -0.094
41 C -1.82 4.24 4.24  -0.059
42 C -0.99 3.64 5.17  -0.066
43 C 0.12 2.93 4.75  -0.068
44 C 0.41 2.83 3.40  -0.089
45 C -1.50 3.95 -0.10  -0.436
46 C -2.67 3.25 0.17  -0.156
47 C -3.84 3.58 -0.49  -0.078
48 C -3.84 4.59 -1.43  -0.073
49 C -2.67 5.28 -1.71  -0.076
50 C -1.50 4.96 -1.05  -0.101
51 H 4.19 5.54 -0.79  0.111
52 H 3.60 7.70 0.24  0.115
53 H 1.45 7.96 1.44  0.115
54 H -0.07 6.04 1.65  0.112
55 H -2.18 4.63 2.17  0.103
56 H -2.69 4.80 4.55  0.111
57 H -1.22 3.72 6.22  0.109
58 H 0.77 2.47 5.47  0.109
59 H 1.29 2.28 3.07  0.088
60 H -2.66 2.44 0.89  0.109
61 H -4.75 3.03 -0.27  0.115
62 H -4.76 4.84 -1.95  0.109
63 H -2.67 6.06 -2.46  0.110
64 H -0.58 5.50 -1.27  0.110
65 C 3.57 -8.38 0.73  -0.043
66 C 2.49 -7.35 0.86  -0.261
67 C 1.16 -7.67 0.59  -0.020
68 C 0.18 -6.70 0.67  -0.041
69 C 0.52 -5.42 1.03  -0.289
70 C 1.83 -5.09 1.34  -0.055
71 C 2.81 -6.05 1.25  -0.017
72 S -0.70 -4.12 1.02  0.662
73 O -1.89 -4.56 0.35  -0.277
74 O -0.83 -3.54 2.32  -0.276
75 N -0.02 -2.93 0.06  -0.102
76 C 0.26 -3.34 -1.31  -0.213
77 C 0.86 -2.16 -2.06  -0.091
78 C 2.18 -1.72 -1.39  -0.660
79 O 2.98 -2.57 -1.04  0.067
80 O 2.38 -0.47 -1.24  -0.140
81 H 3.18 -9.33 0.39  0.078
82 H 4.05 -8.53 1.70  0.088
83 H 4.33 -8.03 0.03  0.088
84 H 0.90 -8.68 0.31  0.116
85 H -0.86 -6.92 0.44  0.115
86 H 2.08 -4.08 1.64  0.112
87 H 3.84 -5.80 1.46  0.122
88 H 0.81 -2.58 0.51  0.085
89 H -0.69 -3.66 -1.73  0.126
90 H 0.96 -4.19 -1.33  0.126
91 H 0.14 -1.33 -2.06  0.060
92 H 1.08 -2.44 -3.09  0.132
93 N 3.04 0.76 -5.23  0.149
94 C 2.77 1.23 -4.00  -0.147
95 N 1.56 0.94 -3.60  0.038
96 C 0.98 0.22 -4.62  -0.235
97 C -0.26 -0.40 -4.73  -0.051
98 C -0.53 -1.09 -5.89  -0.068
99 C 0.40 -1.19 -6.93  -0.074
100 C 1.64 -0.59 -6.84  -0.006
101 C 1.92 0.10 -5.67  -0.181
102 H 3.91 0.85 -5.74  0.171
103 H 3.49 1.76 -3.40  0.113
104 H -0.99 -0.34 -3.94  0.060
105 H -1.48 -1.59 -6.00  0.108
106 H 0.15 -1.75 -7.81  0.108
107 H 2.37 -0.67 -7.63  0.114

Calculated values
- Lowest unoccupied orbital energy: -3.901 eV
- Energy relative to the best compared isomer or geometry (same formula, charge and spin): 18.9 kcal/mol
- HOMO energy: -10.286 eV
- Multiplicity: 1
- Charge: +1
- Gap between HOMO and LUMO: 6.39 eV
- Energy: -117265.3292 eV